[1]
Computed, not measured: a molecular structure, C3H2O2Zn in a non-equilibrium geometry, with the ωB97M-V functional and the def2-TZVPD basis.

Multiplicity: 1
Frontier orbital gap (spin up / spin down): 6.029 / 6.025 eV
HOMO energy (spin up / spin down): -7.156 / -7.147 eV
Max |F|: 2.6 eV/A

```
8
C3H2O2Zn, DFT the ωB97M-V functional and the def2-TZVPD basis
O -1.22 -0.99 0.54
C -0.01 -0.65 0.77
C 0.73 0.17 -0.12
O 0.11 0.27 -1.37
C -0.11 1.64 -0.70
Zn -1.77 0.34 -0.78
H 0.45 -0.94 1.73
H 1.83 0.18 -0.09
```



[2]
Computed, not measured: a single C3H2O3 molecule in a non-equilibrium geometry, with the ωB97M-V functional and the def2-TZVPD basis.

Multiplicity: 1
Frontier orbital gap: 8.796 eV
HOMO energy: -8.589 eV
Max |F|: 3.5 eV/A

```
8
C3H2O3, DFT the ωB97M-V functional and the def2-TZVPD basis
C -0.44 -0.95 -0.12
C 0.16 1.12 -0.29
C 0.02 -0.52 1.23
O -0.46 0.20 -0.96
O 0.83 -1.14 0.26
O 0.26 1.05 0.94
H -0.98 -1.75 -0.37
H 0.61 1.98 -0.68
```



Listing E_tot for the structures above in their given order: -55649.3982 -9280.8359 eV.
Listing ΔE to the lowest compared entry with this formula, charge and spin for the structures above in their given order: 4.169 4.691 eV.